(1)
A structure of composition C9H13BO. Source: the OMol25 dataset; level of theory: ωB97M-V/def2-TZVPD.

XYZ file:
```
24
Properties=species:S:1:pos:R:3:forces:R:3:nbo_charge:R:1
B -0.870 -0.822 0.163 4.42 3.34 -2.05 1.039
C 3.769 0.303 -0.009 0.06 -0.46 -1.56 -0.197
C 3.301 -0.965 -0.418 0.17 3.47 1.28 -0.225
C 2.887 1.334 0.245 -0.34 -2.96 -0.52 -0.247
C 1.963 -1.126 -0.296 -1.39 -2.00 0.44 -0.223
C 1.519 1.102 0.109 -1.15 3.64 0.75 -0.206
C 1.000 -0.143 -0.092 -2.76 -1.33 0.15 -0.263
C -3.240 -0.294 0.645 1.67 0.72 1.59 -0.581
C -2.012 1.280 -0.822 0.34 -1.43 -1.71 -0.590
C -2.190 -0.147 -0.424 0.38 -2.57 0.45 -0.600
O -0.693 -1.969 0.773 -0.14 -0.67 0.58 -0.864
H 4.817 0.540 -0.052 0.41 -0.14 0.38 0.201
H 3.972 -1.723 -0.622 1.05 -1.59 -0.35 0.207
H 3.336 2.109 0.740 0.42 2.69 0.62 0.207
H 1.673 -2.145 -0.136 -0.61 -0.64 -0.72 0.201
H 0.883 2.055 0.254 0.65 -1.78 -0.13 0.196
H -3.125 0.626 1.261 -0.70 -0.60 -0.12 0.209
H -3.016 -1.120 1.312 -0.16 -0.28 0.35 0.170
H -4.205 -0.462 0.312 -2.01 0.16 -0.72 0.214
H -1.597 1.743 0.012 1.03 1.24 1.21 0.203
H -1.313 1.194 -1.649 0.17 1.03 -0.15 0.225
H -2.907 1.806 -1.079 -0.66 0.12 -0.43 0.207
H -2.388 -0.912 -1.239 -0.07 1.12 0.24 0.229
H -1.563 -2.263 1.013 -0.79 -1.08 0.43 0.487
```
Positions in Å, forces in eV/Å.

## Properties
total charge = 0
orbital gap = 9.2046 eV

***

(2)
A structure of composition C8H20N4O8SZn. Source: the OMol25 dataset; level of theory: ωB97M-V/def2-TZVPD.

XYZ file:
```
42
Properties=species:S:1:pos:R:3:forces:R:3:nbo_charge:R:1
Zn 0.097 0.397 0.279 -0.05 0.15 -0.24 1.748
S -1.070 2.270 1.690 0.55 0.49 0.19 2.578
O -2.409 2.751 1.355 0.02 -0.28 0.14 -1.022
O -0.513 2.961 2.849 0.29 -0.16 -0.25 -1.027
O -1.040 0.765 1.955 -0.47 0.08 0.02 -1.184
O -0.153 2.390 0.480 -0.16 0.19 0.50 -1.143
O 1.060 0.354 -1.552 0.54 -0.01 0.32 -0.693
C 1.278 0.460 -2.742 -0.37 0.69 -0.15 0.718
N 1.839 1.570 -3.280 0.03 -0.36 -0.06 -0.802
C 0.857 -0.595 -3.707 0.23 -0.37 -0.47 -0.716
H 2.104 2.348 -2.705 -0.16 0.04 0.20 0.417
H 1.839 1.685 -4.276 0.14 0.03 -0.06 0.394
H 0.591 -1.490 -3.158 -0.18 -0.01 0.05 0.252
H 1.656 -0.842 -4.411 -0.02 0.08 0.04 0.225
H 0.009 -0.232 -4.290 -0.09 -0.07 0.08 0.238
O 1.995 0.220 1.220 0.41 0.37 0.70 -0.743
C 2.730 0.796 2.047 -0.27 -0.44 -0.11 0.706
N 2.392 1.868 2.780 -0.84 -0.11 -0.48 -0.792
C 4.098 0.188 2.320 -0.09 0.48 -0.47 -0.698
H 1.431 2.263 2.792 0.37 -0.18 -0.31 0.464
H 3.108 2.401 3.232 0.11 -0.12 0.27 0.393
H 4.655 0.748 3.064 0.06 -0.05 0.14 0.209
H 4.676 0.168 1.393 -0.10 -0.01 0.04 0.235
H 3.964 -0.843 2.638 -0.07 0.00 0.10 0.240
O -1.715 0.404 -0.979 -0.34 -0.70 -0.52 -0.740
C -2.935 0.445 -1.183 0.25 0.76 0.27 0.695
N -3.733 1.191 -0.414 0.26 -0.01 0.00 -0.803
C -3.567 -0.298 -2.333 -0.02 -0.14 0.27 -0.699
H -3.269 1.804 0.289 -0.10 -0.07 0.00 0.458
H -4.670 1.401 -0.697 -0.18 -0.15 -0.05 0.382
H -4.599 0.009 -2.492 -0.01 0.03 -0.11 0.211
H -3.564 -1.364 -2.103 0.08 0.00 -0.06 0.235
H -2.972 -0.130 -3.224 0.01 -0.03 -0.11 0.230
O -0.061 -1.637 0.263 0.72 0.22 -1.19 -0.722
C -0.445 -2.424 1.108 -0.83 0.09 1.43 0.711
N -1.391 -2.060 2.004 0.29 -0.49 -0.02 -0.799
C 0.134 -3.807 1.203 -0.76 -0.26 0.22 -0.705
H -1.676 -1.085 2.048 0.21 0.24 -0.06 0.455
H -1.509 -2.603 2.841 -0.12 -0.13 -0.07 0.389
H -0.573 -4.493 1.677 0.08 0.09 0.01 0.218
H 1.029 -3.777 1.819 0.20 0.02 -0.19 0.244
H 0.326 -4.177 0.203 0.34 0.05 -0.04 0.242
```
Positions in Å, forces in eV/Å.

## Properties
relative energy (zero: lowest compared OMol25 entry of this formula, charge and spin) = 0.000 eV
total charge = 0
orbital gap = 8.7766 eV

***

(3)
A cluster of 2 separate species, C2H3NO2S in total. Source: the OMol25 dataset; level of theory: ωB97M-V/def2-TZVPD.

XYZ file:
```
9
Properties=species:S:1:pos:R:3:forces:R:3:nbo_charge:R:1
C -1.860 -1.054 0.077 1.26 2.64 -0.55 0.429
C 0.554 -0.382 -0.119 -1.80 -1.23 0.31 -0.031
N 0.522 0.897 -0.084 0.37 0.74 0.03 -0.322
O -2.616 -0.158 -0.053 0.37 -1.02 0.21 -0.483
O 1.669 1.733 0.002 -0.43 0.01 -0.11 -0.543
S 1.659 -1.536 -0.064 0.44 0.00 -0.02 -0.100
H -2.044 -2.112 0.235 -0.06 -0.71 0.10 0.149
H -0.312 1.463 -0.154 0.08 -0.09 0.06 0.414
H 2.427 1.149 0.160 -0.25 -0.33 -0.03 0.487
```
Positions in Å, forces in eV/Å.

## Properties
relative energy (zero: lowest compared OMol25 entry of this formula, charge and spin) = 5.572 eV
total charge = 0
orbital gap (spin up / spin down) = 7.5277 / 7.8773 eV

***

(4)
A structure of composition CH5ClMoO4. Source: the OMol25 dataset; level of theory: ωB97M-V/def2-TZVPD.

XYZ file:
```
12
Properties=species:S:1:pos:R:3:forces:R:3:nbo_charge:R:1
Mo -0.345 -0.659 0.103 1.46 0.36 -0.25 1.721
C 0.339 -0.901 -1.821 0.62 -0.88 0.83 -0.985
H 1.435 -1.000 -1.870 -0.01 0.05 -0.26 0.325
H -0.136 -1.794 -2.248 -0.07 -0.25 -0.01 0.297
H 0.043 -0.017 -2.407 0.01 0.32 0.14 0.328
H -1.621 0.417 -0.569 -1.24 -0.20 -0.18 0.172
H -1.989 -0.350 -0.494 -0.78 1.31 -0.54 0.129
O -0.245 2.236 2.293 2.47 -3.33 -0.47 -0.434
Cl 0.547 1.026 2.038 1.16 2.44 2.41 1.939
O 1.761 0.636 2.756 -3.32 1.39 -1.81 -0.430
O -0.689 -0.516 2.083 2.47 1.12 -2.63 -0.551
O 0.900 0.921 0.137 -2.77 -2.32 2.78 -0.511
```
Positions in Å, forces in eV/Å.

## Properties
relative energy (zero: lowest compared OMol25 entry of this formula, charge and spin) = 4.875 eV
total charge = +2
orbital gap (spin up / spin down) = 7.2825 / 6.9648 eV
spin multiplicity = 3

***

Question: total charge of number 2 (C8H20N4O8SZn)?
Answer: 0